15
Properties=species:S:1:pos:R:3 method="wB97M-V/def2-TZVPD" total_charge=0 lumo_ev=0.8 homo_lumo_gap_ev=9.86 smiles="C=C=NC.CO" e_above_lowest_kcal_mol=76.87 e_tot_ev=-7828.9864
C -2.60847 -0.26218 -0.07819
C -1.37374 0.16086 -0.12175
N -0.23199 0.56981 0.02118
C 0.01425 1.99324 0.16096
H -3.24280 0.15827 0.69522
H -3.01853 -0.91117 -0.83234
H -0.84928 2.58826 -0.15432
H 0.14171 2.09479 1.24297
H 0.92829 2.32051 -0.33296
C 1.96116 -1.51420 -0.32561
O 1.13111 -1.67527 0.80159
H 1.50061 -1.76639 -1.29643
H 2.76793 -2.23256 -0.17536
H 2.43977 -0.52648 -0.45514
H 0.44000 -0.99748 0.85019